Record 1
This record from OMol25 describes a molecular structure, C28H34CaN6O2SSi. The level of theory is ωB97M-V/def2-TZVPD.

```
! RIJCOSX wB97M-V def2-TZVPD def2/J DEFGRID3
* xyz 0 1
Ca 0.46 -0.40 -0.60
C 2.76 -2.44 0.69
N 1.34 -2.55 0.31
C 0.48 -2.91 1.45
C 0.30 -1.79 2.46
C 0.12 -2.06 3.81
C -0.10 -1.00 4.68
C -0.14 0.29 4.17
C 0.06 0.47 2.81
N 0.27 -0.55 1.98
C 1.17 -3.57 -0.76
C -0.17 -3.50 -1.47
C -0.57 -4.57 -2.25
C -1.74 -4.46 -2.99
C -2.47 -3.28 -2.91
C -2.00 -2.27 -2.10
N -0.88 -2.38 -1.38
C 3.24 -1.05 1.07
C 4.30 -0.91 1.96
C 4.81 0.35 2.20
C 4.25 1.44 1.55
C 3.19 1.22 0.69
N 2.68 0.00 0.46
H 3.00 -3.14 1.49
H 3.35 -2.72 -0.19
H -0.51 -3.17 1.06
H 0.87 -3.79 1.97
H 0.16 -3.08 4.17
H -0.25 -1.18 5.74
H -0.31 1.14 4.81
H 0.04 1.46 2.35
H 1.93 -3.38 -1.52
H 1.33 -4.58 -0.37
H 0.04 -5.47 -2.30
H -2.07 -5.27 -3.62
H -3.38 -3.14 -3.48
H -2.54 -1.34 -2.01
H 4.71 -1.78 2.45
H 5.63 0.49 2.89
H 4.62 2.45 1.70
H 2.69 2.04 0.19
N 4.41 -1.18 -2.41
C 3.41 -0.24 -2.94
C 2.07 -0.95 -3.02
O 2.08 -2.12 -3.44
O 1.04 -0.32 -2.60
H 5.34 -0.81 -2.53
H 4.34 -2.03 -2.97
H 3.64 0.10 -3.96
H 3.34 0.64 -2.30
C -3.15 5.27 1.18
Si -2.96 4.42 -0.46
C -4.54 4.66 -1.43
C -1.60 5.23 -1.41
C -2.82 2.57 -0.12
C -3.99 1.96 0.29
C -4.06 0.60 0.58
C -2.91 -0.13 0.39
N -1.75 0.42 0.00
C -1.66 1.76 -0.21
S -0.04 2.38 -0.49
H -3.36 6.33 1.05
H -2.23 5.17 1.76
H -3.96 4.83 1.77
H -4.72 5.72 -1.60
H -5.42 4.24 -0.93
H -4.45 4.17 -2.41
H -1.94 6.24 -1.67
H -1.38 4.69 -2.34
H -0.68 5.28 -0.84
H -4.89 2.56 0.40
H -4.97 0.12 0.91
H -2.89 -1.20 0.55
*
```

Computed properties:
HOMO energy = -6.9 eV
Gap between HOMO and LUMO = 7.28 eV
Total energy = -2931.9126 Eh

Results of the Löwdin charge analysis, in e, for atoms 1 through 6:
1 Ca 1.205
2 C -0.107
3 N -0.219
4 C -0.122
5 C -0.255
6 C -0.020


Record 2
This record from OMol25 describes C6H8F3NO2 in the gas phase. The level of theory is ωB97M-V/def2-TZVPD.

```
! RIJCOSX wB97M-V def2-TZVPD def2/J DEFGRID3
* xyz 0 1
O -1.54 -1.25 2.84
C -0.88 -1.00 1.85
C 0.51 -1.47 1.48
C 0.46 -1.57 -0.05
C -0.71 -0.64 -0.47
C -0.30 0.53 -1.37
O 0.94 1.09 -0.90
C 1.00 2.43 -0.80
F 0.04 2.94 -0.01
F 0.87 3.04 -2.00
F 2.18 2.76 -0.30
N -1.30 -0.18 0.80
H 1.17 -0.63 1.74
H 0.85 -2.35 2.03
H 1.42 -1.28 -0.48
H 0.26 -2.59 -0.39
H -1.43 -1.25 -1.02
H -0.17 0.20 -2.40
H -1.08 1.30 -1.35
H -2.31 -0.06 0.80
*
```

Computed properties:
HOMO energy = -9.9 eV
Gap between HOMO and LUMO = 10.50 eV
Total energy = -738.3039 Eh
Relative energy (zero: lowest compared OMol25 entry of this formula, charge and spin) = 0.00 kJ/mol

Results of the Löwdin charge analysis, in e, for atoms 1 through 6:
1 O 0.072
2 C -0.460
3 C -0.076
4 C -0.112
5 C -0.271
6 C -0.107


Record 3
This record from OMol25 describes 2 unconnected molecules or ions with the total composition C9H14. The level of theory is ωB97M-V/def2-TZVPD.

```
! RIJCOSX wB97M-V def2-TZVPD def2/J DEFGRID3
* xyz 0 1
C -3.08 1.14 0.83
C -2.00 0.36 0.14
C -0.86 -0.07 0.83
C 0.12 -0.81 0.20
C 0.03 -1.08 -1.17
C -1.12 -0.69 -1.85
C -2.16 -0.05 -1.17
H -3.86 1.40 0.11
H -2.69 2.12 1.11
H -3.52 0.70 1.72
H -0.74 0.17 1.88
H 0.96 -1.14 0.79
H 0.88 -1.46 -1.73
H -1.12 -0.80 -2.92
H -3.10 0.06 -1.69
C 3.70 0.16 0.06
C 3.77 0.61 1.53
H 4.38 -0.66 -0.14
H 2.68 -0.09 -0.21
H 4.00 0.95 -0.62
H 2.79 0.73 1.98
H 4.47 1.43 1.67
H 4.26 -0.16 2.13
*
```

Computed properties:
HOMO energy = -9.1 eV
Gap between HOMO and LUMO = 10.14 eV
Total energy = -351.3136 Eh
Relative energy (zero: lowest compared OMol25 entry of this formula, charge and spin) = 43.58 kJ/mol

Results of the Löwdin charge analysis, in e, for atoms 1 through 6:
1 C -0.059
2 C -0.285
3 C -0.050
4 C -0.107
5 C -0.101
6 C -0.088


Record 4
This record from OMol25 describes a molecular structure, C60H50AuO3PS3. The level of theory is ωB97M-V/def2-TZVPD.

```
! RIJCOSX wB97M-V def2-TZVPD def2/J DEFGRID3
* xyz 2 1
Au 0.85 -0.63 -0.34
C 5.51 0.72 -3.50
C 6.14 0.80 -2.26
C 5.47 0.44 -1.11
C 4.14 0.02 -1.19
C 3.51 -0.08 -2.43
C 4.20 0.26 -3.58
P 3.15 -0.34 0.28
C 3.83 0.63 1.63
C 4.26 1.94 1.41
C 4.62 2.73 2.48
C 4.56 2.24 3.77
C 4.13 0.94 4.00
C 3.75 0.14 2.94
C 3.45 -2.07 0.77
C 4.64 -2.45 1.38
C 4.85 -3.77 1.75
C 3.89 -4.73 1.49
C 2.70 -4.39 0.82
C 1.75 -5.37 0.46
C 0.61 -5.02 -0.22
C 0.35 -3.67 -0.50
C 1.23 -2.68 -0.14
C 2.45 -3.03 0.47
H 6.04 1.01 -4.39
H 7.15 1.15 -2.21
H 5.97 0.49 -0.16
H 2.48 -0.40 -2.48
H 3.72 0.18 -4.55
H 4.31 2.31 0.40
H 4.95 3.75 2.32
H 4.84 2.86 4.60
H 4.11 0.53 5.00
H 3.41 -0.87 3.11
H 5.40 -1.71 1.59
H 5.76 -4.05 2.24
H 4.05 -5.76 1.78
H 1.95 -6.39 0.72
H -0.09 -5.78 -0.53
H -0.57 -3.41 -1.00
C 2.42 8.35 -0.98
C 1.87 7.00 -0.70
C 0.56 6.71 -1.06
C 0.05 5.43 -0.91
C 0.85 4.44 -0.36
C 2.13 4.71 0.05
C 2.64 5.99 -0.12
S 0.02 2.83 -0.26
O 1.02 1.74 -0.47
C -0.17 2.86 1.54
C 0.75 2.14 2.31
C 0.62 2.09 3.67
C -0.47 2.72 4.31
C -0.69 2.56 5.69
C -1.79 3.12 6.29
C -2.68 3.89 5.54
C -2.49 4.07 4.19
C -1.39 3.48 3.54
C -1.21 3.56 2.13
C -2.15 4.28 1.26
C -2.31 5.70 1.31
C -1.58 6.52 2.19
C -1.75 7.88 2.18
C -2.64 8.48 1.29
C -3.35 7.71 0.40
C -3.21 6.31 0.39
C -3.91 5.51 -0.54
C -3.74 4.15 -0.57
C -2.87 3.55 0.34
S -2.57 1.77 0.23
O -3.15 1.38 -1.05
C -3.76 1.15 1.45
C -3.27 0.55 2.60
C -4.12 -0.20 3.39
C -5.46 -0.34 3.05
C -6.36 -1.24 3.84
C -5.94 0.31 1.91
C -5.09 1.03 1.10
H 1.99 8.75 -1.90
H 3.50 8.33 -1.09
H 2.17 9.05 -0.19
H -0.06 7.48 -1.48
H -0.95 5.20 -1.23
H 2.74 3.92 0.48
H 3.65 6.20 0.20
H 1.54 1.63 1.79
H 1.34 1.55 4.27
H 0.01 1.96 6.26
H -1.96 2.97 7.35
H -3.53 4.35 6.03
H -3.19 4.66 3.62
H -0.88 6.06 2.87
H -1.19 8.49 2.88
H -2.78 9.55 1.31
H -4.01 8.17 -0.31
H -4.59 5.99 -1.23
H -4.25 3.53 -1.29
H -2.22 0.63 2.85
H -3.74 -0.70 4.27
H -5.94 -1.46 4.82
H -6.50 -2.18 3.31
H -7.34 -0.79 3.97
H -6.99 0.22 1.65
H -5.44 1.50 0.20
O -1.38 -1.17 -0.72
S -2.71 -1.18 -0.04
C -3.94 -1.73 -1.29
C -4.81 -2.74 -0.58
C -3.84 -3.68 0.13
C -2.85 -2.80 0.87
H -3.37 -2.18 -2.11
H -4.45 -0.84 -1.64
H -5.45 -3.28 -1.28
H -5.46 -2.23 0.14
H -3.32 -4.26 -0.64
H -4.33 -4.37 0.81
H -1.86 -3.24 0.97
H -3.22 -2.52 1.86
*
```

Computed properties:
HOMO energy = -12.1 eV
Gap between HOMO and LUMO = 5.05 eV
Total energy = -4213.1941 Eh
Relative energy (zero: lowest compared OMol25 entry of this formula, charge and spin) = 0.00 kJ/mol

Results of the Löwdin charge analysis, in e, for atoms 1 through 6:
1 Au 1.082
2 C -0.040
3 C -0.048
4 C -0.079
5 C -0.335
6 C -0.090


Record 5
This record from OMol25 describes 12 unconnected molecules or ions with the total composition C5H37N2O11. The level of theory is ωB97M-V/def2-TZVPD.

```
! RIJCOSX wB97M-V def2-TZVPD def2/J DEFGRID3
* xyz 2 2
C -2.18 -0.52 0.78
C -1.00 0.47 0.69
C 0.23 -0.07 -0.05
C 0.18 -0.02 -1.58
C 0.48 1.35 -2.21
N 1.84 1.82 -1.78
N -1.86 -1.66 1.62
H -3.06 -0.01 1.21
H -2.48 -0.85 -0.25
H -1.35 1.37 0.19
H -0.72 0.74 1.71
H 0.38 -1.12 0.24
H 1.12 0.46 0.29
H 0.87 -0.78 -1.99
H -0.82 -0.30 -1.94
H 0.49 1.26 -3.28
H -0.25 2.11 -1.96
H 2.32 2.41 -2.45
H 1.78 2.40 -0.91
H 2.48 1.01 -1.46
H -1.16 -2.31 1.19
H -2.71 -2.18 1.85
H 1.47 -1.81 2.12
H 0.88 -0.98 3.27
O 1.74 -1.24 2.86
H -0.21 3.24 0.17
H -1.36 4.24 0.35
O -1.00 3.61 -0.29
H 1.46 -2.79 -0.54
H 2.93 -3.22 -0.93
O 2.31 -2.48 -0.91
H -2.11 2.66 -1.25
H -3.41 2.81 -2.13
O -2.72 2.19 -1.87
H -2.45 -1.96 -1.81
H -2.59 -3.51 -1.97
O -2.03 -2.82 -1.61
H 3.37 0.26 0.30
H 3.06 -0.87 -0.71
O 3.42 0.04 -0.65
H -3.02 0.46 -2.14
H -4.19 -0.47 -2.55
O -3.26 -0.48 -2.30
H 3.56 1.14 2.50
H 2.34 0.14 2.30
O 2.85 0.90 1.89
H -1.19 -0.83 3.17
H -0.89 -0.87 4.69
O -0.61 -0.45 3.86
H -0.15 -4.32 0.31
H -0.84 -3.14 -0.42
O -0.08 -3.37 0.19
H 1.80 2.21 1.31
H 1.83 3.76 1.18
O 1.45 2.97 0.77
*
```

Computed properties:
HOMO energy (spin up / spin down) = -16.9 / -16.9 eV
Gap between HOMO and LUMO (spin up / spin down) = 11.42 / 5.59 eV
Total energy = -1149.3078 Eh
Relative energy (zero: lowest compared OMol25 entry of this formula, charge and spin) = 0.00 kJ/mol

Results of the Löwdin charge analysis, in e, for atoms 1 through 6:
1 C -0.137
2 C -0.130
3 C -0.175
4 C -0.132
5 C -0.115
6 N 0.164


Record 6
This record from OMol25 describes 4 unconnected molecules or ions with the total composition C28H56F7N6O14S. The level of theory is ωB97M-V/def2-TZVPD.

```
! RIJCOSX wB97M-V def2-TZVPD def2/J DEFGRID3
* xyz 1 1
C -8.36 -4.92 -2.06
N -7.53 -3.81 -2.57
C -7.60 -2.75 -1.56
N -6.59 -1.71 -1.75
C -7.02 -0.42 -2.32
C -7.24 0.66 -1.21
C -6.14 1.75 -1.17
O -7.30 -0.02 0.05
C -5.33 -1.83 -1.44
N -4.41 -0.84 -1.66
C -3.26 -1.27 -1.22
N -3.43 -2.53 -0.74
S -2.04 -3.27 -0.09
O -2.10 -4.68 -0.16
O -0.96 -2.82 -0.90
C -1.63 -2.67 1.63
F -0.71 -3.49 2.07
F -1.04 -1.48 1.54
C -2.81 -2.60 2.62
F -3.11 -3.84 2.99
F -3.87 -1.96 2.10
C -2.46 -1.83 3.95
F -2.65 -0.53 3.80
F -1.22 -2.07 4.35
F -3.27 -2.22 4.93
N -4.73 -2.92 -0.89
O -5.19 -4.14 -0.54
N -5.08 -4.37 0.91
O -4.93 -5.48 1.07
H -8.46 -5.69 -2.84
H -7.96 -5.36 -1.12
H -9.35 -4.51 -1.83
H -6.55 -4.08 -2.61
H -7.52 -3.16 -0.54
H -8.60 -2.29 -1.60
H -8.00 -0.61 -2.78
H -6.36 -0.07 -3.12
H -8.23 1.13 -1.35
H -6.52 2.78 -1.07
H -5.50 1.71 -2.06
H -5.47 1.57 -0.31
H -7.64 0.59 0.72
H -2.32 -0.72 -1.26
C -3.18 8.12 -4.52
O -2.61 7.09 -3.72
C -3.18 6.98 -2.43
C -3.54 5.55 -2.08
O -4.61 4.98 -2.84
C -4.38 4.73 -4.22
C -3.33 3.67 -4.55
O -2.02 4.10 -4.21
C -1.25 3.14 -3.52
H -2.68 9.08 -4.31
H -3.02 7.87 -5.56
H -4.25 8.22 -4.35
H -4.05 7.63 -2.31
H -2.41 7.32 -1.72
H -3.90 5.56 -1.05
H -2.67 4.90 -2.09
H -4.18 5.65 -4.76
H -5.33 4.36 -4.61
H -3.35 3.48 -5.63
H -3.59 2.74 -4.03
H -1.86 2.54 -2.83
H -0.51 3.67 -2.92
H -0.73 2.49 -4.23
C 2.56 1.97 2.71
O 2.86 0.69 2.18
C 1.72 -0.01 1.69
C 1.97 -0.57 0.30
O 2.11 0.38 -0.75
C 3.27 1.21 -0.75
C 4.60 0.50 -0.97
O 4.94 -0.33 0.13
C 5.39 -1.62 -0.22
H 2.26 1.88 3.76
H 3.47 2.57 2.66
H 1.78 2.48 2.14
H 0.83 0.63 1.68
H 1.55 -0.84 2.38
H 1.07 -1.15 0.03
H 2.79 -1.29 0.29
H 3.30 1.84 0.14
H 3.13 1.89 -1.59
H 5.38 1.25 -1.08
H 4.55 -0.09 -1.90
H 4.87 -2.01 -1.10
H 5.19 -2.29 0.62
H 6.47 -1.61 -0.40
C 7.00 -0.19 3.16
O 7.84 -1.01 3.95
C 7.49 -2.38 3.94
C 8.69 -3.28 3.68
O 9.26 -3.18 2.38
C 9.94 -1.98 2.03
C 11.20 -1.67 2.81
O 10.93 -1.34 4.16
C 11.77 -1.99 5.10
H 6.12 0.11 3.74
H 7.56 0.70 2.88
H 6.69 -0.69 2.24
H 6.70 -2.58 3.20
H 7.09 -2.61 4.93
H 8.33 -4.31 3.75
H 9.45 -3.17 4.45
H 9.25 -1.13 2.04
H 10.23 -2.11 0.98
H 11.69 -0.80 2.36
H 11.89 -2.52 2.74
H 12.04 -3.00 4.78
H 11.23 -2.06 6.04
H 12.68 -1.40 5.26
*
```

Computed properties:
HOMO energy = -10.0 eV
Gap between HOMO and LUMO = 5.35 eV
Total energy = -3578.9075 Eh

Results of the Löwdin charge analysis, in e, for atoms 1 through 6:
1 C -0.108
2 N -0.081
3 C -0.198
4 N 0.012
5 C -0.051
6 C -0.362